C37H46IrN3O6S5 | ωB97M-V/def2-TZVPD

```
98
Properties=species:S:1:pos:R:3:forces:R:3:mulliken_spin:R:1
C 1.938562 -2.415565 0.399862 -0.1 -0.1 0.0 -0.007
C -0.928666 -1.480199 3.771829 0.0 0.0 0.1 0.001
C -2.193673 0.310721 2.542353 0.1 0.0 -0.1 0.001
H -1.928051 -4.873684 -5.663972 0.1 0.0 -0.1 -0.001
C -0.882777 -4.917384 -5.978224 0.0 0.0 0.0 0.000
H 5.356171 -3.857590 2.488268 0.0 0.0 0.0 0.000
C 4.090689 -1.233081 0.626036 0.0 0.0 0.0 0.000
H -2.121612 -7.114270 -3.130843 0.0 0.0 0.0 0.000
H 4.586499 -4.629814 0.183927 0.0 0.0 0.0 0.000
H -3.376742 -1.496889 -1.860694 -0.2 -0.5 0.0 -0.006
H 1.918900 -2.159682 -0.657664 0.0 0.0 0.0 -0.003
C -2.823308 -6.444525 -3.611505 0.0 0.0 0.0 0.000
H -2.539970 0.653431 3.514117 0.0 0.0 0.0 0.000
C 0.593506 4.515550 2.355810 0.0 0.0 0.0 0.000
S -0.610121 -2.318938 -1.636667 -0.1 0.3 -0.2 0.009
C 4.073135 -3.669662 0.057913 0.0 0.0 0.0 0.000
H -1.157174 -3.503102 2.957663 0.0 0.0 0.0 0.000
H -0.653238 -5.964714 -6.177980 0.0 0.0 0.0 0.000
C 2.650956 -1.295793 1.174631 0.1 0.1 0.0 0.000
H 0.558269 4.874415 1.325801 0.0 0.0 0.0 0.000
C 3.537358 2.369685 3.414848 0.0 0.0 0.0 -0.001
O -2.329039 2.653855 2.184503 0.0 0.0 0.0 0.000
H 5.641140 2.105839 3.822902 0.0 0.0 0.0 0.000
C -4.461590 -6.014436 -5.318543 0.0 0.0 0.0 0.000
H 2.085227 -4.515598 -0.001547 0.0 0.0 0.0 0.000
C -3.900960 -4.297451 -3.728863 0.0 0.0 0.0 0.000
H -2.373528 -2.657114 0.972620 0.0 0.0 0.0 0.000
O -5.326645 -2.495006 -3.183723 0.1 0.0 0.0 0.000
H -3.410931 -7.872336 -5.100333 0.0 0.0 0.0 0.000
C -1.821194 -2.362832 -2.865926 0.0 -0.2 0.3 -0.019
H -1.410662 -1.056087 4.651854 0.0 0.0 0.0 0.000
H 4.592353 1.754326 5.192469 0.0 0.0 0.0 0.000
C 3.372757 -3.062493 2.834452 0.0 0.0 0.0 0.000
C 1.355182 2.226982 1.719523 0.0 0.0 0.0 -0.007
C -2.132117 -1.976647 1.784116 -0.1 0.0 0.1 0.001
Ir -1.041561 -0.269639 -0.464994 -0.1 -0.1 0.5 0.049
C -0.861942 -0.440672 2.650185 0.0 0.2 0.1 -0.002
N -1.516552 -2.595027 -4.124078 0.1 0.0 -0.1 0.010
N 1.931876 -0.008990 0.991611 -0.1 -0.1 0.1 0.013
H 1.087886 -4.461175 -5.221084 0.0 0.0 0.0 0.000
H 3.165944 -5.123573 2.184751 0.0 0.0 0.0 0.000
C 2.221278 1.123516 1.780451 0.0 0.1 0.0 0.007
S 0.077126 1.730111 -3.377137 0.0 0.1 0.2 0.358
H -0.093533 -2.276512 -5.579991 0.0 0.0 0.0 -0.009
S 1.210329 0.309451 -0.550337 0.2 -0.1 -0.2 0.001
O -3.171109 -0.648108 -0.402512 0.0 0.1 -0.1 0.006
C -1.761852 -2.610404 3.119102 0.0 0.0 0.0 0.001
H 4.077168 0.462527 2.691819 0.0 0.0 0.0 0.000
H -5.372873 -4.061201 -5.253717 0.0 0.0 0.0 0.000
H -3.880277 -1.079518 2.719889 0.0 0.0 0.0 0.000
H 0.510157 2.194249 1.046431 0.0 0.0 0.0 -0.005
H -2.643729 -2.886718 3.695815 0.0 0.0 0.0 0.000
H 0.904117 -2.479416 0.748259 0.1 0.0 0.0 0.005
H 4.664262 -0.439005 1.103589 0.0 0.0 0.0 0.000
O -1.456313 1.469371 0.532960 -0.1 0.1 -0.1 -0.004
H 5.333339 -2.139547 2.889707 0.0 0.0 0.0 0.000
H -0.421508 4.205196 2.609933 0.0 0.0 0.0 0.000
S 1.378181 0.495027 -4.143062 -0.1 -0.2 0.0 0.568
C -0.184465 -2.855781 -4.659318 0.0 0.0 0.0 0.016
H 0.030545 0.178576 2.624155 0.0 0.0 0.0 0.000
H 0.063581 -1.823428 4.061617 -0.1 0.0 0.0 0.000
O -0.898424 -1.280671 1.460085 0.0 -0.1 -0.1 -0.007
C -4.197147 -2.926993 -3.177968 -0.2 0.0 0.0 0.002
H 1.576444 -1.854646 2.944380 0.2 0.0 -0.1 0.000
S -1.514811 0.876697 -2.401719 -0.1 0.0 -0.3 0.030
H 3.383987 -3.315500 3.899571 0.0 0.0 0.0 0.000
C 3.331135 1.238244 2.632262 0.0 0.0 0.0 -0.002
H 1.633556 -4.275553 2.422616 0.0 0.0 0.0 0.000
C -4.645738 -4.734396 -4.818642 0.0 0.0 0.0 0.000
H -2.430016 -4.832461 -2.253170 0.0 0.0 0.0 0.000
H 4.070500 -3.432774 -1.010197 0.0 0.0 0.0 0.000
C 2.625404 -1.736954 2.650542 0.0 0.0 0.0 -0.001
C -2.991613 -5.158287 -3.121477 0.0 0.0 0.1 0.000
C 4.812425 -2.920604 2.325370 0.0 0.0 0.0 0.000
H -0.075886 -4.878348 -3.973611 0.0 0.0 0.0 0.000
H -0.786804 -4.369411 -6.919097 0.0 0.0 0.0 0.000
H 0.886713 5.345370 3.000365 0.0 0.0 0.0 0.000
C 2.648591 3.431293 3.344040 0.0 0.0 0.0 0.000
H 5.834748 -2.488943 0.468025 0.0 0.0 0.0 0.000
C -3.551097 -6.870588 -4.714148 0.0 0.0 0.0 0.000
C 2.657671 -4.161939 2.051013 0.0 0.0 0.0 0.000
H -2.282747 -2.578716 -4.781789 0.0 0.0 0.0 0.000
H 2.812667 4.319346 3.945737 0.0 0.0 0.0 0.000
C -3.123095 -0.819443 1.981599 0.0 0.1 0.0 -0.001
C 0.045686 -4.339020 -4.917157 0.0 0.0 0.0 0.004
C 2.637151 -3.766761 0.575645 0.0 0.0 0.0 0.001
C -2.017557 1.581864 1.693955 0.0 -0.1 0.0 -0.001
H 4.887781 3.427478 4.720270 0.0 0.0 0.0 0.000
H 4.029682 -0.984801 -0.438260 0.0 0.0 0.0 0.001
C -3.865414 -0.461430 0.689449 0.2 -0.1 -0.2 0.000
H 3.058635 -0.993203 3.313987 -0.1 0.0 0.0 0.000
O -5.019454 -0.094019 0.722610 -0.1 -0.1 0.1 0.000
C 4.805828 -2.572200 0.832079 0.0 0.0 0.0 0.000
H -5.036802 -6.348249 -6.172549 0.0 0.0 0.0 0.000
C 4.729656 2.419427 4.336059 0.0 0.0 0.0 0.000
N -3.158267 -2.250544 -2.565625 0.3 0.8 0.2 0.004
C 1.557792 3.365942 2.481458 0.0 0.0 0.0 0.000
H 0.530243 -2.455228 -3.945763 0.0 0.0 0.0 -0.014
```
Positions in Å, forces in eV/Å.

Results
E_tot: -112893.3889 eV
LUMO energy (spin up / spin down): 1.936 / 1.342 eV
total charge: -1
2S+1: 2
HOMO-LUMO gap (spin up / spin down): 6.4 / 5.8 eV
HOMO (spin up / spin down): -4.44 / -4.46 eV



H26O13 | ωB97M-V/def2-TZVPD

```
39
Properties=species:S:1:pos:R:3:forces:R:3:nbo_charge:R:1
O -1.841193 2.828101 -0.032339 -0.4 0.4 -0.1 -0.964
H -1.228948 0.424754 4.062204 -0.1 -0.1 0.2 0.481
H 1.231767 -2.427174 -1.247065 0.1 0.6 -0.5 0.496
H 1.657950 2.417408 -0.305807 -0.5 -0.4 -0.1 0.487
H -3.593608 1.727742 -1.351630 0.1 0.3 0.1 0.485
O 0.322273 0.686704 0.015009 -0.5 1.0 0.0 -1.014
H -0.424551 -0.512228 -2.759491 0.0 0.8 -0.5 0.511
H -1.133321 2.184651 -0.065839 0.4 -0.4 0.0 0.492
O -1.080698 -2.852849 0.521940 0.1 -0.2 0.4 -0.971
H -3.551484 -0.522215 1.305214 -0.2 -0.2 0.1 0.481
H 3.291271 -1.333137 -0.417799 -0.3 0.1 0.2 0.472
O 3.786407 -1.464663 -1.226373 0.3 0.2 -0.3 -0.949
H -0.126503 0.066893 -0.560039 -0.2 -0.3 -0.5 0.497
H -0.237979 -2.707597 0.091854 0.1 -0.4 -0.3 0.464
H -0.559366 1.010737 2.837386 0.6 0.4 -0.2 0.504
O 2.258240 3.142368 -0.479906 0.2 0.4 0.2 -0.952
O -3.235189 0.888656 -1.640944 -0.2 -0.2 -0.8 -0.977
H -1.769698 1.114797 -2.834298 -0.9 0.0 0.6 0.503
O -1.399445 0.680239 3.155629 -0.5 -0.1 -0.1 -0.977
H -2.151641 -0.043108 1.625841 0.4 0.3 0.7 0.509
O 1.306934 -3.299315 -0.859825 0.3 -0.1 0.4 -0.972
H 1.322903 -3.894205 -1.609554 0.0 -0.2 -0.1 0.485
H 3.099168 2.720542 -0.656407 0.2 -0.1 -0.1 0.462
O 1.244950 1.546894 3.165148 -0.1 -0.1 0.1 -0.950
O -1.111591 1.211982 -3.522559 0.6 -0.3 -0.5 -0.989
H 4.135931 -2.352649 -1.151985 0.1 -0.2 -0.1 0.466
H 0.945650 0.150915 0.505473 0.2 -0.2 0.3 0.493
H 2.788730 -0.933519 1.649560 0.3 0.1 0.2 0.486
O -2.668081 -0.467562 0.940743 -0.3 -0.2 -0.8 -0.987
H 1.618618 0.683913 3.343659 0.1 -0.3 0.1 0.469
H -3.072672 0.405059 -0.831031 0.3 -0.3 0.6 0.500
H 1.750500 -1.931885 1.183492 -0.4 -0.6 0.0 0.510
O -0.454137 -1.208334 -2.103138 0.3 -0.4 0.4 -0.994
O 2.022703 -1.019821 1.082129 0.5 -0.1 0.2 -0.960
H -0.886299 2.142197 -3.509542 0.2 0.2 0.0 0.479
H 1.986915 2.072475 2.866028 0.1 0.4 -0.2 0.491
H -1.498957 -1.991891 0.527283 -0.6 0.4 0.1 0.485
H -0.649098 -2.001160 -2.602783 -0.3 -0.3 0.0 0.483
H -2.096452 2.856284 0.889765 0.0 0.0 0.3 0.467
```
Positions in Å, forces in eV/Å.

Results
E_tot: -27041.0096 eV
LUMO energy: -0.447 eV
total charge: 0
HOMO-LUMO gap: 10.2 eV
HOMO: -10.60 eV



C4H14NOS | ωB97M-V/def2-TZVPD

```
21
Properties=species:S:1:pos:R:3:forces:R:3:nbo_charge:R:1
H 2.246920 -0.627595 -1.326880 -0.5 0.2 0.7 0.239
H 1.388499 0.274414 1.930164 -0.8 -2.3 -2.4 0.486
H 3.837411 1.350407 0.561115 -1.0 1.4 -1.2 0.464
H 1.252335 0.654077 -1.829805 -0.5 0.1 -0.3 0.256
C -0.621179 0.909134 -0.101661 -0.9 1.1 0.6 -0.451
O 3.862293 0.709640 1.242253 -0.5 -0.5 0.5 -0.945
N 0.888784 -0.539029 1.314670 2.1 0.9 -0.4 -0.697
H 0.100143 -0.784856 1.833297 -1.8 -0.8 1.2 0.427
C -2.118168 0.579697 0.094698 -1.7 -0.4 0.4 -0.529
C 0.451928 -0.232134 -0.112039 -2.3 0.5 -1.9 -0.093
H -3.379188 -0.252300 -1.682040 0.2 -0.6 0.1 0.155
H 2.293208 0.935444 -0.527067 -0.5 -0.2 0.4 0.216
H 4.800760 0.640816 1.207289 1.6 -0.9 0.9 0.485
H 0.031168 -1.137529 -0.756113 0.5 1.2 2.4 0.282
S -2.538505 -0.941054 -0.875357 -0.5 0.5 0.1 -0.057
C 1.599654 0.185765 -0.923122 2.6 0.3 -1.7 -0.648
H -0.760177 1.469750 -1.073199 1.6 -0.4 1.1 0.265
H -0.336879 1.542798 0.797737 -0.2 0.1 -1.5 0.206
H -2.908550 1.292126 -0.371305 2.1 -0.5 1.0 0.263
H 1.459318 -1.395547 1.173945 0.2 0.8 0.9 0.459
H -2.402139 0.536174 1.180611 0.1 -0.5 -1.0 0.217
```
Positions in Å, forces in eV/Å.

Results
E_tot: -18739.9326 eV
LUMO energy: -3.457 eV
total charge: +1
HOMO-LUMO gap: 9.2 eV
HOMO: -12.62 eV



C5H6N | ωB97M-V/def2-TZVPD

```
12
Properties=species:S:1:pos:R:3:forces:R:3:nbo_charge:R:1
C 0.041674 1.074629 -0.879430 -0.7 -0.8 -2.5 0.029
C -0.033366 -1.069116 -0.134398 0.4 -2.2 -0.4 -0.027
C -0.155708 -0.337779 -1.381923 -1.7 4.1 1.9 -0.052
C 0.443454 0.846303 0.457082 1.5 2.1 1.3 -0.047
H 0.059809 -0.548308 2.079927 0.8 -0.9 0.4 0.275
H 0.080730 -2.169667 -0.258349 0.2 1.0 0.4 0.285
C -0.318387 -0.282247 1.125346 0.2 0.7 -1.4 -0.409
H 1.162267 1.641132 0.901862 -1.5 -1.6 -0.4 0.295
H 0.252843 1.968048 -1.567761 0.0 -1.6 1.2 0.302
H -1.330257 -0.096927 1.230620 -2.2 0.6 0.5 0.245
N 1.126774 -0.145837 -0.568193 2.6 -0.3 -0.5 -0.194
H -0.235085 -0.460522 -2.436733 0.2 -1.0 -0.4 0.298
```
Positions in Å, forces in eV/Å.

Results
E_tot: -6760.5684 eV
LUMO energy: -4.263 eV
total charge: +1
HOMO-LUMO gap: 12.1 eV
HOMO: -16.39 eV



C27H40I2N2O7P2 | ωB97M-V/def2-TZVPD

```
80
Properties=species:S:1:pos:R:3:forces:R:3:mulliken_charge:R:1
O -5.475010 0.266718 -4.373244 0.4 -0.2 0.7 -0.419
H -0.909876 -2.702941 -1.423096 0.0 0.0 -0.1 0.429
H -3.988514 -2.465464 -5.260169 0.1 -0.1 0.0 0.372
O -6.181907 1.744954 -2.399382 0.5 -0.5 0.2 -0.398
H 8.814776 -0.146106 1.139698 0.0 0.0 0.0 0.379
C 1.448235 -3.357353 3.971573 0.1 0.1 0.0 0.213
H 0.285591 -1.694006 -2.199707 0.4 0.0 0.0 0.316
H -8.330463 1.237417 -1.436401 -0.1 0.2 0.2 0.317
H -7.879983 0.417525 0.087872 -0.1 -0.1 0.1 0.386
P -5.042681 1.543548 -3.506851 -0.2 0.8 -0.8 0.758
H 1.350948 2.398138 0.650844 0.0 -0.1 0.0 0.366
H 4.841468 2.744460 0.607849 -0.1 -0.1 0.0 0.395
C 2.707237 -2.822325 4.211567 0.0 0.0 0.0 -0.494
H 0.887955 4.730457 -1.956017 0.1 0.2 0.1 0.355
C -1.425862 2.495299 -1.849157 -0.5 -0.1 0.4 -0.913
N 1.316622 -6.047800 6.549186 0.0 0.0 0.0 1.021
O -4.949652 2.736827 -4.353356 -0.1 -0.1 0.0 -0.782
H 0.819474 -2.943277 3.190731 0.2 -0.1 0.2 -0.095
O 3.288781 0.950698 1.027740 -0.1 0.1 0.0 -0.460
H -5.632936 0.015053 -1.344630 0.3 0.0 0.1 0.104
N 4.236901 0.215774 1.206757 0.0 0.0 0.0 0.922
H 9.089636 2.239159 0.558670 0.0 0.0 0.0 0.385
H 2.693663 2.955663 -1.017705 0.1 -0.2 0.1 0.261
H 0.754219 -0.749920 0.172023 -0.1 0.2 0.5 0.384
O 0.217966 -6.496036 6.295516 -0.1 0.0 0.0 -0.611
C 5.584352 0.780898 1.039920 0.1 0.0 0.0 0.120
C -0.215126 -1.106299 -0.162261 0.1 -0.4 -0.8 -0.165
H -2.149636 -0.257787 -0.509101 -0.1 0.3 0.1 0.422
C 6.679939 -0.046101 1.198765 0.1 -0.2 0.0 -0.371
H 0.864143 3.547081 -3.269152 -0.2 0.2 0.0 0.360
C -1.114127 0.007766 -0.713944 0.5 -0.2 0.1 -0.617
H 3.059171 -1.991964 3.614390 0.0 0.0 0.0 0.438
C 6.984640 2.643072 0.550163 0.1 -0.1 0.0 -0.534
H -2.799370 0.785709 -3.422761 0.1 0.0 -0.1 0.600
C -7.683247 0.495919 -0.976313 0.3 0.1 -0.4 -1.330
C 3.513231 -3.352246 5.211240 -0.1 0.0 -0.1 -0.450
H 6.550353 -1.087447 1.451785 -0.1 0.0 0.0 0.474
H -3.234178 3.290411 -2.653925 -0.1 0.1 0.0 0.621
H 2.388474 4.253069 -2.828483 0.0 0.2 0.0 0.379
C 1.805528 -4.928927 5.726747 0.0 0.1 -0.1 0.022
H 0.751827 -2.902093 -0.939629 0.2 0.0 -0.1 0.396
H -0.267089 0.821944 3.817002 0.4 -0.1 -0.2 0.443
H -5.875647 1.497944 -0.382451 0.2 0.0 0.0 0.257
H -0.965292 2.025684 -2.717419 0.2 0.1 -0.1 0.372
C -3.808850 -1.489809 -4.817719 -0.2 0.1 0.2 -1.224
C -6.233822 0.911866 -1.225219 -0.9 0.0 0.0 0.268
P -0.822350 1.764477 -0.184625 -0.3 0.2 0.1 1.315
H -3.454211 2.630164 -1.055398 0.0 -0.1 0.1 0.169
C 1.437053 3.919530 -2.423736 0.0 -0.9 -0.3 -1.350
H 4.494632 -2.936850 5.395130 0.0 0.0 0.0 0.390
H -2.927723 -1.536344 -4.183212 0.2 0.0 -0.1 0.247
H -1.931700 2.400495 0.416243 0.0 0.0 0.0 -0.240
H 7.105187 3.687707 0.299838 0.0 0.0 0.0 0.386
H -3.637013 0.411234 -1.913730 0.1 -0.2 -0.1 -0.133
H -4.842104 -1.151382 -2.946000 0.0 0.1 0.1 0.010
C 8.098977 1.827897 0.698182 0.0 0.0 0.0 -0.455
H -3.628580 -0.790320 -5.629116 0.0 0.1 0.0 0.311
C 0.990570 -4.420881 4.732291 -0.1 0.0 -0.1 -0.414
H 0.483433 3.763037 0.015806 -0.2 0.0 0.0 0.524
C 1.700856 2.778822 -1.420325 -0.1 1.0 0.0 0.238
O 2.040793 -6.456241 7.433577 0.1 0.0 0.1 -0.611
C -3.481818 1.176745 -2.672008 -0.6 0.0 0.6 0.071
H -1.007468 -0.005892 -1.796180 0.0 0.1 -0.1 0.318
O 4.149510 -0.956827 1.507755 0.0 -0.1 0.0 -0.606
I 1.936441 0.941285 -2.495676 0.2 -0.1 0.1 0.035
C -0.182203 0.967837 2.760009 -0.4 0.0 1.5 -0.339
C 7.946370 0.486911 1.023788 0.0 0.1 0.0 -0.471
H 3.680608 -4.831827 6.759396 -0.1 -0.1 0.0 0.455
H -5.870044 -1.714759 -4.242458 -0.1 0.1 0.0 0.489
C -5.036768 -1.056242 -4.011697 -0.1 -0.3 -0.5 0.131
C 0.022561 -2.162012 -1.253927 -0.7 -0.1 0.3 -1.516
C -2.953111 2.457611 -2.010728 0.4 0.1 -0.6 -1.059
C 5.714158 2.119288 0.720672 0.0 0.2 -0.1 -0.203
I -1.168421 -2.186655 1.443144 0.0 0.1 0.0 0.039
C 3.063025 -4.414012 5.978942 0.2 0.0 0.1 -0.394
H 0.013783 -4.845216 4.553100 0.0 -0.1 0.1 0.467
C -0.399759 1.226829 1.612441 0.0 0.1 -1.3 -0.923
H -1.152241 3.551130 -1.824969 0.2 0.0 0.0 0.310
H -7.899229 -0.451449 -1.465424 -0.1 -0.1 0.1 0.285
C 0.769711 2.731783 -0.202356 0.4 -0.5 -0.1 -1.151
```
Positions in Å, forces in eV/Å.

Results
E_tot: -80732.4492 eV
LUMO energy: -0.898 eV
total charge: 0
HOMO-LUMO gap: 8.0 eV
HOMO: -8.93 eV